{"formula": "C17H21N7O3", "method": "ωB97M-V/def2-TZVPD", "orbital_gap_ev": 8.94, "smiles": "COCCNC(=O)CCC(=O)NNc1nc2ccccc2c2nc(C)nn12", "charge": 0, "relative_energy_kj_mol": 0.0, "homo_ev": -8.40, "e_tot_ha": -1269.4758, "elements": ["C", "O", "C", "C", "N", "C", "O", "C", "C", "C", "O", "N", "N", "C", "N", "C", "C", "C", "C", "C", "C", "C", "N", "C", "C", "N", "N", "H", "H", "H", "H", "H", "H", "H", "H", "H", "H", "H", "H", "H", "H", "H", "H", "H", "H", "H", "H", "H"], "coordinates": [[4.771, -3.029, -0.394], [3.779, -3.794, -1.044], [3.181, -3.167, -2.148], [2.275, -1.980, -1.773], [1.332, -2.350, -0.746], [1.464, -1.950, 0.532], [2.311, -1.145, 0.883], [0.464, -2.591, 1.480], [0.495, -1.977, 2.884], [-0.183, -0.620, 2.846], [-1.348, -0.434, 3.114], [0.667, 0.392, 2.494], [0.118, 1.608, 2.099], [-0.711, 1.610, 1.017], [-0.688, 0.663, 0.138], [-1.488, 0.751, -0.965], [-1.450, -0.286, -1.906], [-2.243, -0.233, -3.027], [-3.098, 0.848, -3.250], [-3.155, 1.881, -2.345], [-2.355, 1.845, -1.200], [-2.350, 2.866, -0.211], [-3.005, 4.001, -0.080], [-2.553, 4.510, 1.088], [-3.029, 5.798, 1.638], [-1.651, 3.760, 1.692], [-1.514, 2.708, 0.869], [5.519, -2.668, -1.110], [5.247, -3.699, 0.319], [4.345, -2.177, 0.143], [2.583, -3.950, -2.625], [3.943, -2.818, -2.862], [2.865, -1.153, -1.372], [1.743, -1.638, -2.666], [0.693, -3.101, -0.959], [-0.539, -2.493, 1.059], [0.707, -3.655, 1.544], [1.527, -1.874, 3.219], [-0.055, -2.616, 3.573], [1.520, 0.124, 1.997], [-0.163, 2.233, 2.848], [-0.784, -1.113, -1.721], [-2.209, -1.038, -3.747], [-3.714, 0.869, -4.136], [-3.806, 2.730, -2.490], [-2.843, 6.595, 0.921], [-2.514, 6.010, 2.570], [-4.102, 5.747, 1.812]], "lowdin_charge": [-0.097, -0.187, -0.216, -0.148, 0.066, -0.479, 0.027, -0.083, -0.088, -0.494, 0.082, 0.076, 0.092, -0.292, 0.202, -0.201, -0.019, -0.079, -0.085, -0.018, -0.084, -0.204, 0.187, -0.400, -0.023, 0.154, 0.026, 0.092, 0.091, 0.071, 0.123, 0.123, 0.121, 0.121, 0.149, 0.127, 0.128, 0.122, 0.124, 0.112, 0.140, 0.086, 0.102, 0.101, 0.115, 0.080, 0.076, 0.081]}